No. 1
This record from the Open Molecules 2025 dataset describes a 4-piece molecular cluster, C3H15NO4 overall. The level of theory is ωB97M-V with the def2-TZVPD basis set.

Each line ends with the Mulliken charge.
Positions of all 23 atoms, in Å:
O 0.5772 3.1293 0.6885  -0.6774
O 1.3005 -1.0834 -1.1420  -0.5374
O 2.2130 -4.2009 1.4800  -0.6332
O -1.5836 0.0514 2.5867  -0.6435
N -0.3663 0.4557 -0.3226  -0.0949
C -1.4476 0.2435 -1.2993  -0.4334
C -1.7376 1.4830 -2.1535  -1.0341
C 0.9913 0.2276 -0.7461  -0.5338
H -1.2343 1.4359 -3.1100  0.3094
H 3.0719 -4.6028 1.3260  0.3176
H -1.4018 2.3481 -1.6035  0.2065
H 1.5694 -4.9213 1.4681  0.3191
H -1.8759 0.8874 2.2040  0.2937
H -0.1493 3.6899 0.9879  0.2860
H 1.1548 0.8709 -1.6049  0.3282
H -0.6287 0.1457 0.5984  0.1619
H -2.3093 -0.0700 -0.7434  0.4251
H 0.1790 2.3627 0.2445  0.3614
H 1.6430 0.5489 0.0643  0.3503
H 1.0942 -1.7621 -0.4937  0.3155
H -1.1623 -0.5855 -1.9560  0.2543
H -2.7968 1.5222 -2.3987  0.3541
H -1.9411 0.0803 3.4820  0.3047

Cartesian forces (eV/Å) of the 6 atoms listed first:
0.019 0.269 0.105
0.202 -0.388 -0.944
-0.279 0.014 0.001
-0.221 0.229 0.037
-0.473 0.616 -0.204
1.136 -0.124 -0.333

Summary:
Molar mass   129.2 g/mol
Total charge   0
ΔE to the lowest compared entry with this formula, charge and spin   100.7 kJ/mol
HOMO-LUMO gap   9.61 eV
Structure (SMILES)   CCNCO.O.O.O



No. 2
This record from the Open Molecules 2025 dataset describes C27H22AgN4S as an isolated structure. The level of theory is ωB97M-V with the def2-TZVPD basis set.

Each line ends with the Mulliken charge.
Positions of all 55 atoms, in Å:
Ag 1.6494 -0.8034 -0.2577  0.1577
S -1.5603 -0.4312 -0.2947  0.6668
N -0.4042 -1.3341 -0.8975  -0.5369
N 1.1314 -0.3773 2.0930  -0.3518
N 2.7635 1.1085 0.5536  0.1947
N 3.6312 -0.2814 -1.5471  0.0884
C -2.7080 -0.0634 -1.6297  0.4874
C -4.2594 0.5306 -3.8261  -0.4147
C -3.1797 -3.5264 1.7784  -0.6443
C -4.5348 -1.5782 2.1935  -0.6374
C 4.2819 0.8564 -1.2710  0.4835
C -4.2068 -0.7729 -3.3467  -0.6877
C -3.4303 -1.0771 -2.2411  -0.4775
C -0.7514 -0.5555 3.5573  -0.4032
C -2.6559 -1.4526 0.7217  0.4339
C 0.1995 -1.0993 2.7081  -0.3391
C -4.2570 -2.9226 2.4106  -0.4845
C -3.7332 -0.8360 1.3413  -0.6380
C 5.7959 0.4859 -3.0922  -0.4373
C 2.2721 1.6823 1.6474  0.4789
C 2.7851 2.8835 2.1247  -0.6029
C 1.1796 0.9405 2.3329  0.5828
C 4.0412 -1.0259 -2.5685  -0.1182
C -2.7580 1.2422 -2.0924  -0.2448
C -3.5431 1.5380 -3.1976  -0.6093
C 5.1184 -0.6877 -3.3715  -0.6508
C 0.2659 1.5681 3.1713  -0.6196
C 4.3499 2.8458 0.3099  -0.4312
C 3.8301 3.4698 1.4311  -0.8367
C 5.3731 1.2658 -2.0288  -0.4877
C -2.3625 -2.7857 0.9340  -0.0554
C -0.7198 0.8102 3.7831  -0.5912
C 3.7880 1.6409 -0.1027  0.3168
H 5.1781 3.2960 -0.2162  0.3001
H 0.2181 -2.1649 2.5107  0.4352
H -3.4028 -2.0896 -1.8545  0.3425
H -1.5016 -3.2319 0.4504  0.4152
H -4.8863 -3.5019 3.0732  0.4210
H 3.4828 -1.9353 -2.7537  0.3932
H -5.3730 -1.1081 2.6907  0.4278
H 5.8948 2.1817 -1.7942  0.2972
H -0.7476 -2.0537 -1.5234  0.1412
H -2.1857 2.0147 -1.5933  0.4016
H 2.3986 3.3388 3.0248  0.3460
H -3.5886 2.5539 -3.5666  0.3935
H -4.8621 0.7611 -4.6944  0.3957
H -1.4958 -1.1900 4.0191  0.4175
H 4.2490 4.4068 1.7728  0.4457
H -3.9468 0.2090 1.1450  0.4128
H 5.4167 -1.3284 -4.1889  0.3825
H -2.9718 -4.5759 1.9412  0.4254
H -1.4528 1.2829 4.4234  0.4608
H -4.7768 -1.5535 -3.8325  0.3962
H 0.3192 2.6360 3.3303  0.3119
H 6.6426 0.7942 -3.6903  0.4468

Cartesian forces (eV/Å) of the 6 atoms listed first:
0.093 -0.068 -0.405
-0.439 -0.309 -0.202
0.116 0.103 0.191
-0.088 0.153 0.306
-0.004 0.109 0.078
0.019 -0.001 0.044

Summary:
Molar mass   542.4 g/mol
Total charge   +1
HOMO-LUMO gap   8.67 eV



It is found that the LUMO energy values, taken in the order of the records, are 0.52; -2.59 eV.
It is found that the strongest force on any atom values, taken in the order of the records, are 0.023; 0.011 Eh/bohr.
It is found that the highest occupied orbital energy values, taken in the order of the records, are -9.095; -11.263 eV.